# 1
A 2-piece molecular cluster, C5H13NO overall, computed with the ωB97M-V functional and the def2-TZVPD basis.

Each line ends with the Mulliken charge.
Cartesian coordinates (Å):
1 C 2.16 -1.56 -0.53  -1.19
2 C 0.98 -1.17 0.27  -0.21
3 C 0.00 -0.32 -0.03  0.56
4 C -0.01 0.48 -1.32  -1.41
5 N -1.02 -0.25 0.97  -0.20
6 C -2.36 -0.01 0.35  -0.86
7 H 2.80 -2.31 -0.05  0.35
8 H 1.85 -1.95 -1.51  0.27
9 H 2.82 -0.64 -0.69  0.24
10 H 1.02 -1.96 1.05  0.19
11 H 0.99 0.81 -1.69  0.36
12 H -0.56 1.41 -1.23  0.47
13 H -0.49 -0.09 -2.16  0.36
14 H -1.03 -0.92 1.72  0.27
15 H -2.35 1.03 -0.16  0.24
16 H -2.80 -0.78 -0.35  0.25
17 H -3.07 0.18 1.23  0.34
18 O 0.47 2.97 1.19  -0.69
19 H 0.42 2.08 0.83  0.37
20 H 0.17 2.98 2.10  0.31

Values from the calculation:
relative energy (zero: lowest compared OMol25 entry of this formula, charge and spin)	49.6	kcal per mole
LUMO energy	0.89	eV
2S+1	1
HOMO-LUMO gap	8.8	eV
E	-328.23982	Eh
SMILES	C/C=C(\C)NC.O
highest occupied orbital energy	-7.864	eV

---

# 2
C5H13NO in the gas phase, computed with the ωB97M-V functional and the def2-TZVPD basis.

Each line ends with the Mulliken charge.
Cartesian coordinates (Å):
1 C -0.11 -0.48 2.72  -1.28
2 C 0.50 -0.53 1.22  -0.46
3 N -0.60 -0.51 0.18  -0.12
4 C -1.57 -1.56 0.42  -0.89
5 C 0.08 -0.15 -1.26  -0.46
6 C 0.68 1.27 -1.07  -0.59
7 O 0.90 2.01 -2.33  -0.56
8 H 0.54 0.18 3.18  0.45
9 H -1.12 -0.03 2.78  0.34
10 H -0.04 -1.44 3.23  0.29
11 H 0.98 0.44 0.98  0.31
12 H 1.23 -1.27 1.06  0.44
13 H -2.22 -1.18 1.19  0.27
14 H -0.94 -2.43 0.73  0.29
15 H -2.31 -1.81 -0.40  0.29
16 H -0.72 -0.07 -1.98  0.36
17 H 0.82 -0.91 -1.60  0.30
18 H -0.05 1.80 -0.55  0.45
19 H 1.70 1.17 -0.69  0.26
20 H 1.67 1.68 -2.81  0.30

Values from the calculation:
relative energy (zero: lowest compared OMol25 entry of this formula, charge and spin)	67.7	kcal per mole
LUMO energy	0.90	eV
2S+1	1
HOMO-LUMO gap	9.1	eV
E	-328.21089	Eh
SMILES	CCN(C)CCO
highest occupied orbital energy	-8.231	eV

---

# 3
C5H13NO in the gas phase, computed with the ωB97M-V functional and the def2-TZVPD basis.

Each line ends with the Mulliken charge.
Cartesian coordinates (Å):
1 C 2.00 -0.45 1.42  -0.94
2 N 0.66 -0.06 1.02  -0.31
3 C 0.39 0.13 -0.38  0.67
4 C 1.15 1.35 -0.91  -1.59
5 C -1.11 0.29 -0.65  -0.72
6 C -1.92 -0.94 -0.33  -0.58
7 O -3.34 -0.70 -0.44  -0.52
8 H 2.14 -0.29 2.49  0.33
9 H 2.26 -1.50 1.23  0.29
10 H 2.71 0.23 0.95  0.32
11 H 0.00 -0.71 1.40  0.22
12 H 0.72 -0.71 -1.03  0.12
13 H 2.22 1.16 -0.94  0.41
14 H 0.97 2.22 -0.27  0.34
15 H 0.82 1.59 -1.93  0.45
16 H -1.41 1.12 -0.03  0.37
17 H -1.21 0.60 -1.68  0.26
18 H -1.69 -1.75 -1.02  0.29
19 H -1.74 -1.28 0.70  0.28
20 H -3.59 -0.30 0.41  0.30

Values from the calculation:
relative energy (zero: lowest compared OMol25 entry of this formula, charge and spin)	26.1	kcal per mole
LUMO energy	0.98	eV
2S+1	1
HOMO-LUMO gap	9.9	eV
E	-328.27731	Eh
SMILES	CN[C@H](C)CCO
highest occupied orbital energy	-8.884	eV

---

# 4
A 2-piece molecular cluster, C5H13NO overall, computed with the ωB97M-V functional and the def2-TZVPD basis.

Each line ends with the Mulliken charge.
Cartesian coordinates (Å):
1 C 1.18 1.21 1.22  -0.35
2 N 0.83 1.38 0.01  -0.37
3 C -0.63 1.42 -0.25  -0.78
4 C -1.11 0.21 -1.03  -0.51
5 C -0.94 -1.19 -0.34  -0.46
6 C -1.01 -1.42 1.15  -0.83
7 H 2.25 1.16 1.37  0.28
8 H 0.49 1.18 2.07  0.31
9 H -1.17 1.47 0.73  0.38
10 H -0.85 2.38 -0.69  0.42
11 H -0.77 0.27 -2.07  0.31
12 H -2.20 0.34 -1.01  0.28
13 H 0.01 -1.64 -0.70  0.24
14 H -1.73 -1.78 -0.83  0.38
15 H -0.65 -0.57 1.75  0.12
16 H -2.13 -1.44 1.33  0.26
17 H -0.76 -2.46 1.36  0.34
18 O 3.37 -0.05 -1.57  -0.67
19 H 2.77 0.47 -0.99  0.34
20 H 3.06 -0.95 -1.51  0.31

Values from the calculation:
relative energy (zero: lowest compared OMol25 entry of this formula, charge and spin)	43.3	kcal per mole
LUMO energy	0.93	eV
2S+1	1
HOMO-LUMO gap	11.0	eV
E	-328.24980	Eh
SMILES	C=NCCCC.O
highest occupied orbital energy	-10.095	eV

---

# 5
A 2-piece molecular cluster, C5H13NO overall, computed with the ωB97M-V functional and the def2-TZVPD basis.

Each line ends with the Mulliken charge.
Cartesian coordinates (Å):
1 C -2.30 -0.34 -0.53  -1.07
2 C -1.07 -0.56 0.30  -0.33
3 C 0.11 0.05 0.06  0.16
4 C 0.50 0.68 -1.28  -0.95
5 N 1.03 0.15 1.15  -0.27
6 C 1.25 1.48 1.69  -0.83
7 H -2.61 -1.14 -1.20  0.30
8 H -3.17 0.04 -0.01  0.31
9 H -2.03 0.40 -1.29  0.23
10 H -1.17 -1.00 1.30  0.32
11 H 1.43 1.20 -1.01  0.37
12 H -0.26 1.37 -1.58  0.43
13 H 0.83 -0.12 -1.93  0.19
14 H 0.85 -0.59 1.81  0.28
15 H 1.40 2.11 0.82  0.30
16 H 0.44 1.82 2.36  0.27
17 H 2.13 1.46 2.34  0.29
18 O 1.02 -2.66 -0.94  -0.64
19 H 0.17 -2.37 -0.64  0.35
20 H 1.46 -1.97 -1.41  0.31

Values from the calculation:
relative energy (zero: lowest compared OMol25 entry of this formula, charge and spin)	45.2	kcal per mole
LUMO energy	0.88	eV
2S+1	1
HOMO-LUMO gap	9.0	eV
E	-328.24688	Eh
SMILES	C/C=C(\C)NC.O
highest occupied orbital energy	-8.081	eV

---

# 6
A 2-piece molecular cluster, C5H13NO overall, computed with the ωB97M-V functional and the def2-TZVPD basis.

Each line ends with the Löwdin spin population.
Cartesian coordinates (Å):
1 C -0.15 -2.04 -1.66  0.00
2 C -0.17 -3.26 -2.59  0.00
3 C 0.52 -0.79 -2.23  0.00
4 H -1.18 -1.84 -1.36  0.00
5 H 0.31 -2.25 -0.69  0.00
6 H 0.53 -4.03 -2.25  0.00
7 H 0.22 0.04 -1.58  0.00
8 H 1.59 -0.92 -2.34  0.00
9 H 0.05 -2.99 -3.62  0.00
10 H -1.16 -3.71 -2.69  0.00
11 H 0.15 -0.64 -3.24  0.00
12 C 0.83 0.54 1.68  0.07
13 C -0.15 1.66 1.82  0.09
14 O -1.18 1.59 2.53  0.80
15 N 0.13 2.80 1.19  0.03
16 H 0.47 -0.06 0.85  0.00
17 H 0.87 -0.08 2.58  0.00
18 H -0.54 3.57 1.19  0.00
19 H 0.99 2.87 0.71  0.00
20 H 1.82 0.96 1.55  0.01

Values from the calculation:
relative energy (zero: lowest compared OMol25 entry of this formula, charge and spin)	36.8	kcal per mole
LUMO energy (alpha / beta)	-4.43 / -9.39	eV
2S+1	2
HOMO-LUMO gap (alpha / beta)	9.5 / 4.5	eV
E	-327.95658	Eh
highest occupied orbital energy (alpha / beta)	-13.932 / -13.931	eV
net charge	+1

---

# 7
A 2-piece molecular cluster, C5H13NO overall, computed with the ωB97M-V functional and the def2-TZVPD basis.

Each line ends with the Löwdin spin population.
Cartesian coordinates (Å):
1 C -1.82 -1.38 1.05  0.02
2 C -0.64 -1.44 0.11  0.04
3 C 0.36 -0.31 0.31  0.29
4 C 0.89 0.28 -0.76  0.20
5 N 2.04 1.15 -0.52  0.36
6 C 0.86 -0.26 1.80  0.03
7 H -2.82 -1.61 0.60  0.00
8 H -2.08 -0.34 1.45  0.00
9 H -1.53 -2.01 1.92  0.00
10 H -0.82 -1.42 -1.00  0.00
11 H -0.18 -2.49 0.29  0.02
12 H 0.35 0.42 -1.67  0.01
13 H 2.51 1.70 -1.30  0.00
14 H 2.74 0.63 0.03  0.01
15 H 0.75 -1.33 2.09  0.00
16 H 1.88 -0.14 2.05  0.01
17 H 0.62 0.53 2.43  0.01
18 H -1.39 2.47 -2.27  0.00
19 H -0.95 1.54 -1.05  0.00
20 O -1.41 1.59 -1.88  0.00

Values from the calculation:
relative energy (zero: lowest compared OMol25 entry of this formula, charge and spin)	51.7	kcal per mole
LUMO energy (alpha / beta)	-3.71 / -7.60	eV
2S+1	2
HOMO-LUMO gap (alpha / beta)	11.2 / 7.8	eV
E	-327.93292	Eh
highest occupied orbital energy (alpha / beta)	-14.864 / -15.398	eV
net charge	+1

---

# 8
A 2-piece molecular cluster, C5H13NO overall, computed with the ωB97M-V functional and the def2-TZVPD basis.

Each line ends with the Löwdin spin population.
Cartesian coordinates (Å):
1 C -0.70 -1.66 0.45  0.04
2 C -1.44 -0.54 -0.29  0.00
3 C 0.33 -1.14 1.42  0.07
4 O 0.85 0.02 1.40  0.76
5 N 0.60 -1.85 2.48  0.03
6 H -1.34 -2.29 1.01  0.00
7 H -0.29 -2.36 -0.28  0.00
8 H -0.75 -0.07 -0.93  0.00
9 H 1.11 -1.43 3.24  0.00
10 H 0.21 -2.75 2.60  0.00
11 H -1.88 0.17 0.38  0.00
12 H -2.21 -0.96 -0.93  0.00
13 C 1.18 1.56 -0.84  0.05
14 C 0.19 2.12 -1.83  0.01
15 H 1.14 2.03 0.15  0.00
16 H 1.05 0.48 -0.71  0.02
17 H 2.20 1.81 -1.17  0.01
18 H -0.82 1.82 -1.56  0.00
19 H 0.46 1.86 -2.84  0.00
20 H 0.12 3.17 -1.76  0.00

Values from the calculation:
relative energy (zero: lowest compared OMol25 entry of this formula, charge and spin)	37.5	kcal per mole
LUMO energy (alpha / beta)	-4.08 / -8.79	eV
2S+1	2
HOMO-LUMO gap (alpha / beta)	11.2 / 6.4	eV
E	-327.95557	Eh
highest occupied orbital energy (alpha / beta)	-15.276 / -15.229	eV
net charge	+1

---

# 9
A 2-piece molecular cluster, C5H13NO2 overall, computed with the ωB97M-V functional and the def2-TZVPD basis.

Each line ends with the Mulliken charge.
Cartesian coordinates (Å):
1 C 0.98 -0.22 1.74  -1.66
2 C -0.03 -0.03 0.63  0.49
3 N -1.00 1.13 0.72  -0.54
4 C 0.61 0.14 -0.70  -0.54
5 C -0.11 -0.54 -1.90  -0.51
6 C 0.22 -0.12 -3.23  -0.22
7 O 1.30 0.41 -3.64  -0.53
8 H 1.23 -1.24 1.84  0.39
9 H 0.74 0.40 2.62  0.32
10 H 2.00 0.24 1.53  0.37
11 H -0.69 -1.05 0.79  0.29
12 H -0.46 2.00 0.81  0.21
13 H -1.80 0.90 1.20  0.22
14 H 0.69 1.25 -0.81  0.30
15 H 1.58 -0.28 -0.68  0.34
16 H 0.14 -1.65 -1.82  0.29
17 H -1.21 -0.58 -1.80  0.33
18 H -0.37 -0.29 -4.08  0.45
19 O -1.55 -0.72 4.49  -0.54
20 H -1.98 -0.24 5.09  0.29
21 H -0.89 -0.17 4.35  0.25

Values from the calculation:
relative energy (zero: lowest compared OMol25 entry of this formula, charge and spin)	78.5	kcal per mole
LUMO energy	0.73	eV
2S+1	1
HOMO-LUMO gap	10.1	eV
E	-403.45152	Eh
SMILES	C[C@@H](N)CCC=O.O
highest occupied orbital energy	-9.321	eV

---

# 10
C5H13NO2 as an isolated structure, computed with the ωB97M-V functional and the def2-TZVPD basis.

Each line ends with the Mulliken charge.
Cartesian coordinates (Å):
1 C 1.07 -0.37 -1.20  -0.43
2 O 0.01 0.20 -2.03  -0.49
3 C 0.78 -0.44 0.39  0.13
4 C -0.52 -1.07 0.97  -0.38
5 C -1.64 -0.02 1.19  -0.23
6 C -2.16 0.87 0.29  -0.54
7 N 2.02 -1.81 2.01  -0.55
8 H 1.11 -1.42 -1.58  0.29
9 H 1.94 0.24 -1.49  0.33
10 H -0.19 2.76 -2.40  0.23
11 H 0.99 0.52 0.88  0.38
12 H -0.27 -1.31 2.02  0.41
13 H -0.81 -1.98 0.36  0.34
14 H -2.09 0.10 2.25  0.21
15 H -2.84 1.53 0.76  0.30
16 H -1.66 0.93 -0.71  0.25
17 H 1.58 -1.19 0.89  -0.02
18 H 2.25 -2.70 2.26  0.15
19 H 2.63 -1.23 2.57  0.20
20 H -0.03 1.23 -1.90  0.27
21 O -0.26 2.47 -1.44  -0.87

Values from the calculation:
relative energy (zero: lowest compared OMol25 entry of this formula, charge and spin)	249.9	kcal per mole
LUMO energy	-4.35	eV
2S+1	1
HOMO-LUMO gap	4.0	eV
E	-403.17836	Eh
highest occupied orbital energy	-8.314	eV

---

Calculated strongest force on any atom, 3.930 4.592 1.126 3.284 2.703 2.517 6.162 1.774 7.093 6.051 eV/Å (same order as the records).